Molecular formula: C3H2Br2O2
Method: DFT, wB97M-V/def2-TZVPD

```
9
Properties=species:S:1:pos:R:3:nbo_charge:R:1
O 0.7484 3.5027 -1.3014 -0.50
C 0.0246 2.5793 -1.2967 0.64
O 0.3309 1.2935 -0.8847 -0.49
C 1.5418 1.0243 -0.6165 0.26
C 2.6626 0.6894 -0.3950 -0.24
Br 4.3601 0.2153 0.0594 0.19
H -0.9828 2.6979 -1.7404 0.14
Br 0.5612 -2.5512 -0.1232 -0.20
H -0.1408 -1.4590 -0.7202 0.20
```

E_tot	-147320.1081	eV
SMILES string	O=COC#CBr.Br
lowest unoccupied orbital energy	0.5204	eV
energy relative to the best compared isomer or geometry (same formula, charge and spin)	2.760	eV